This record from OMol25 describes a structure of composition C43H42CeN6O7PS2 at a distorted geometry. The level of theory is wB97M-V/def2-TZVPD.

Computed properties:
energy relative to the best compared isomer or geometry (same formula, charge and spin)	9.1	kJ/mol
energy	-4131.7950	a.u.
<S²>	0.809
HOMO level (spin up / spin down)	-7.69 / -7.81	eV

ORCA input file:
```
! RIJCOSX wB97M-V def2-TZVPD def2/J DEFGRID3
* xyz 0 2
Ce -0.4657 0.8335 0.5301
O -2.2407 -0.7784 0.4801
N -1.2563 -1.6362 0.6493
N -1.5759 -2.9150 0.4502
O -0.6663 -3.6857 0.2899
C -2.9362 -3.2657 0.2716
C -3.9114 -2.6605 1.0438
C -5.2140 -3.1691 0.9053
C -5.5065 -3.9986 -0.1534
C -4.5655 -4.5889 -0.9519
C -3.2311 -4.2415 -0.6870
H -3.6652 -1.7898 1.6569
H -6.0285 -2.8642 1.5699
H -6.5547 -4.2209 -0.3380
H -4.8839 -5.3639 -1.6697
H -2.4537 -4.7045 -1.2756
O -0.2744 3.8822 -2.0832
C -0.6571 2.7612 -2.3562
O -0.4896 1.7257 -1.4850
C -1.3443 2.3893 -3.6360
P -1.5340 0.5617 -3.7898
C 0.2215 0.2702 -4.2758
C 1.2698 1.1448 -3.9719
C 2.5836 0.7358 -4.0805
C 2.8410 -0.5244 -4.6814
C 1.7936 -1.3360 -5.0902
C 0.4766 -0.9197 -4.8967
C -2.3465 0.2935 -5.3430
C -1.8743 0.8339 -6.5793
C -2.5177 0.5575 -7.7766
C -3.6470 -0.2690 -7.7553
C -4.0362 -0.8790 -6.5902
C -3.3992 -0.6272 -5.4058
H -0.8940 2.8859 -4.5256
H -2.3851 2.7644 -3.5770
H 1.1297 2.1076 -3.5956
H 3.3444 1.2799 -3.5934
H 3.8212 -0.8545 -4.9780
H 1.9880 -2.3034 -5.5524
H -0.3199 -1.5907 -5.2346
H -0.9436 1.4056 -6.5004
H -2.2016 0.9578 -8.6971
H -4.2786 -0.3907 -8.5954
H -4.7686 -1.6349 -6.6174
H -3.5929 -1.2000 -4.4802
C -0.7963 8.6501 0.0208
C -0.9776 7.2739 0.6340
C -2.0350 6.4391 0.2780
C -2.1822 5.1838 0.7907
C -1.1812 4.8081 1.6732
C -0.1394 5.5428 2.0757
C 0.0207 6.8126 1.5225
S -1.4237 3.2087 2.4758
O -2.2179 3.1796 3.6880
O -1.9672 2.4782 1.2888
N 0.0719 2.5706 2.6509
C 0.0988 1.5502 3.5753
C 0.4055 1.9046 4.9315
C 0.0590 0.9718 5.8788
C -0.5176 -0.2404 5.4934
C -0.5826 -0.5121 4.1481
N -0.3219 0.3645 3.1575
H 0.2593 8.8820 -0.1571
H -1.1429 9.4045 0.7225
H -1.3763 8.6990 -0.9182
H -2.7738 6.8337 -0.3893
H -2.9850 4.4619 0.4657
H 0.5831 5.1788 2.8093
H 0.8307 7.4990 1.6979
H 0.7984 2.8946 5.1381
H 0.1326 1.1860 6.9651
H -0.7086 -1.0452 6.2326
H -0.8532 -1.5457 3.7965
C 6.2666 0.2948 2.8181
C 6.1857 -1.2236 2.6951
C 5.2221 -1.7853 1.6453
N 3.8994 -1.2319 1.9230
C 2.8344 -1.2708 1.0087
S 2.4279 0.2038 0.3454
N 2.2180 -2.3709 0.6966
C 2.5898 -3.7597 1.1324
O 3.3422 -4.3698 0.3899
C 1.9596 -4.2002 2.3366
C 2.1197 -5.6004 2.5830
C 1.5222 -6.2501 3.6569
C 0.8669 -5.4651 4.6108
C 0.7799 -4.0436 4.4457
C 1.3115 -3.4408 3.3544
H 7.1803 0.7005 2.3584
H 6.3007 0.6633 3.8115
H 5.3895 0.7782 2.3298
H 5.9726 -1.6545 3.6807
H 7.2063 -1.5798 2.4626
H 5.2356 -2.9123 1.6662
H 5.6159 -1.5132 0.6846
H 3.9987 -0.2049 2.1590
H 1.4767 -2.2092 0.0341
H 2.6429 -6.1619 1.7444
H 1.6706 -7.3091 3.8317
H 0.3008 -5.9056 5.4761
H 0.3193 -3.4398 5.2206
H 1.2579 -2.3503 3.2246
*
```